(1)
{"formula": "C21H58Ag2N5O6", "method": "ωB97M-V with the def2-TZVPD basis set", "symbols": ["Ag", "Ag", "C", "O", "H", "H", "H", "C", "C", "C", "O", "C", "N", "H", "H", "H", "H", "H", "H", "H", "H", "H", "H", "H", "C", "C", "C", "O", "C", "N", "H", "H", "H", "H", "H", "H", "H", "H", "H", "H", "H", "C", "C", "C", "O", "C", "N", "H", "H", "H", "H", "H", "H", "H", "H", "H", "H", "H", "C", "C", "C", "O", "C", "N", "H", "H", "H", "H", "H", "H", "H", "H", "H", "H", "H", "C", "C", "C", "O", "C", "N", "H", "H", "H", "H", "H", "H", "H", "H", "H", "H", "H"], "positions_angstrom": [[4.0491, -1.9867, -4.6068], [-0.4603, 0.0248, -5.2740], [1.3327, -0.8735, -1.1958], [1.6740, -0.7610, -2.5496], [1.4511, 0.0742, -0.6705], [0.2813, -1.1509, -1.1195], [1.9266, -1.5776, -0.6129], [-4.8450, 2.2172, -3.9851], [-3.6202, 2.9411, -3.4538], [-3.9241, 3.9902, -2.3132], [-2.7148, 4.5922, -1.9161], [-2.7179, 5.0996, -0.5733], [-2.6451, 1.9048, -2.9957], [-5.6633, 2.9016, -4.2087], [-5.2775, 1.5279, -3.2600], [-4.7862, 1.5494, -4.8446], [-3.1708, 3.4986, -4.2756], [-4.2919, 3.3960, -1.4767], [-4.7139, 4.6890, -2.5891], [-2.9586, 4.3703, 0.2002], [-3.4078, 5.9425, -0.5313], [-1.7278, 5.5026, -0.3601], [-3.2226, 1.1441, -2.6672], [-2.2172, 2.1971, -2.1287], [2.0317, 3.8488, -3.5271], [1.4231, 4.0432, -4.9610], [2.1827, 5.0976, -5.7862], [1.4381, 5.2768, -6.9492], [1.9122, 6.0340, -8.0414], [1.5629, 2.7537, -5.6349], [2.3698, 4.7874, -3.0879], [2.9214, 3.2299, -3.4105], [1.1950, 3.4096, -2.9840], [0.4198, 4.4635, -5.0317], [3.1604, 4.8655, -6.2085], [2.2375, 6.0843, -5.3263], [2.0982, 7.0592, -7.7213], [1.2494, 6.0161, -8.9066], [2.8403, 5.5593, -8.3599], [2.5120, 2.5703, -5.3423], [1.8066, 2.8280, -6.6122], [4.0405, -3.0757, 5.7516], [3.8325, -2.8270, 4.2244], [2.5811, -3.4519, 3.5798], [1.4461, -2.8866, 4.2602], [0.2715, -3.1579, 3.6020], [3.7750, -1.3840, 4.1417], [4.2320, -4.1363, 5.9148], [3.1594, -2.8723, 6.3602], [4.9432, -2.6329, 6.1724], [4.7451, -3.1149, 3.7026], [2.5806, -4.5385, 3.6655], [2.6297, -3.3037, 2.5010], [0.1636, -4.1385, 3.1383], [0.2211, -2.4586, 2.7674], [-0.5577, -3.0924, 4.3064], [3.3027, -1.0114, 4.9530], [3.1151, -1.0516, 3.4531], [-0.9402, -5.8709, -0.8885], [-2.1989, -6.5775, -0.3274], [-1.7951, -7.7688, 0.6549], [-2.9448, -8.5368, 1.0248], [-2.7631, -9.5496, 2.0492], [-3.1265, -5.6333, 0.3376], [-0.3855, -5.5292, -0.0146], [-1.2700, -4.9447, -1.3590], [-0.3131, -6.6150, -1.3796], [-2.6609, -6.9620, -1.2368], [-1.4548, -7.2818, 1.5688], [-1.0008, -8.4018, 0.2594], [-3.4878, -10.3636, 2.0632], [-2.8656, -9.1071, 3.0401], [-1.7414, -9.9289, 2.0314], [-4.0145, -6.1106, 0.3988], [-3.1736, -4.8150, -0.2526], [1.5907, 3.5169, 2.4719], [0.9513, 3.3191, 3.8296], [0.3532, 2.0038, 4.3320], [-0.3464, 2.2253, 5.5665], [-1.0286, 1.1499, 6.1159], [1.9269, 3.5637, 4.8237], [1.6569, 4.5986, 2.3555], [1.0000, 3.1960, 1.6139], [2.5195, 2.9505, 2.4033], [0.1676, 4.0708, 3.9241], [1.1196, 1.2432, 4.4812], [-0.2795, 1.5446, 3.5725], [-0.3186, 0.3256, 6.1821], [-1.9585, 0.8566, 5.6287], [-1.2624, 1.4612, 7.1340], [1.5342, 3.4862, 5.7509], [2.3180, 4.4784, 4.6489]], "atomic_forces_ev_per_a": [[0.1, 0.0, 0.2], [-0.1, 1.1, 0.3], [0.2, -0.6, -0.4], [0.0, -0.1, 0.7], [-0.1, 0.6, -0.3], [-0.3, 0.2, 0.0], [0.3, -0.2, -0.3], [-1.3, 0.0, 0.4], [0.3, 0.5, 0.0], [0.1, -1.7, -0.3], [0.5, -0.1, 0.4], [0.0, 0.7, -0.8], [-0.2, -0.2, 0.0], [0.1, 0.2, -0.1], [0.1, 0.1, 0.6], [0.9, 0.4, -0.4], [0.2, 0.0, 0.0], [-0.4, -0.1, 0.3], [0.2, 0.2, -0.2], [-0.2, -0.3, -0.2], [-0.2, 0.0, 0.3], [0.1, -0.1, -0.2], [-0.2, -0.5, -0.1], [0.5, 0.6, 0.0], [-1.3, 0.8, -0.5], [2.1, 1.3, -0.3], [0.3, 1.2, -1.2], [-2.8, -0.8, -1.0], [1.1, -0.1, 0.6], [0.6, -1.4, 0.1], [-0.6, 0.2, 0.1], [-0.1, -0.4, -0.7], [0.3, 0.0, 0.7], [-0.3, -0.6, 0.7], [0.8, -0.6, 1.0], [0.2, -0.1, 0.8], [0.1, 0.2, -0.2], [-0.4, -0.1, 0.5], [0.4, 0.3, -0.3], [0.3, -1.0, 0.5], [-1.1, 0.7, -0.8], [0.0, -1.9, -0.6], [0.0, 0.4, 1.4], [0.7, -0.1, 1.5], [1.8, -0.8, -0.2], [-1.1, 0.0, -0.6], [-0.4, 1.8, -0.4], [-0.1, -0.3, -0.1], [0.0, 0.4, -0.2], [-0.2, 0.6, -0.4], [-0.1, -0.5, -0.1], [-0.1, -0.2, 0.4], [-0.5, 0.7, -0.3], [0.5, -0.4, 0.2], [-0.7, 0.3, -0.2], [0.0, 0.4, -0.2], [0.3, -0.2, 0.6], [0.1, -0.3, -0.9], [-0.6, -0.3, 2.4], [0.3, -1.0, 0.0], [-1.3, 0.9, 0.3], [-0.4, -0.6, -0.4], [0.8, 1.2, 0.3], [1.4, -0.7, -0.1], [0.4, 0.1, 0.2], [0.3, -0.3, -0.9], [-0.1, 0.5, -0.7], [-0.3, -0.6, 0.1], [0.5, 0.2, 0.1], [0.0, -0.1, -0.3], [-0.1, 0.2, -0.9], [0.0, 0.4, 0.1], [0.0, -0.3, -0.3], [-0.3, 0.3, 0.1], [-0.6, 0.1, 0.0], [-0.4, -0.3, -0.6], [0.3, -2.1, 0.6], [-1.3, -1.4, 0.0], [1.2, 2.3, -2.3], [0.3, -1.0, 1.3], [-1.7, 2.7, -0.4], [0.8, -0.1, -0.2], [-0.4, -0.1, 0.4], [0.2, 0.5, 0.0], [-0.5, 0.5, 0.5], [0.5, 0.0, 0.2], [-0.4, 0.3, -0.1], [-0.3, -0.5, 0.0], [0.1, 0.2, -0.4], [-0.1, -0.1, -0.1], [0.3, -0.8, 1.1], [1.6, 0.2, 0.3]], "s2": 2.009, "orbital_gap_ev": [2.686, 2.067], "multiplicity": 3, "energy_ha": -1852.6589, "total_charge": 3, "lumo_energy_ev": [-11.00, -11.62]}

=====

(2)
{"formula": "C21H60AlFN9O6P3", "method": "ωB97M-V with the def2-TZVPD basis set", "symbols": ["Al", "F", "O", "P", "N", "C", "C", "N", "C", "C", "N", "C", "C", "H", "H", "H", "H", "H", "H", "H", "H", "H", "H", "H", "H", "H", "H", "H", "H", "H", "H", "O", "P", "N", "C", "C", "N", "C", "C", "N", "C", "C", "H", "H", "H", "H", "H", "H", "H", "H", "H", "H", "H", "H", "H", "H", "H", "H", "H", "H", "O", "P", "N", "C", "C", "N", "C", "C", "N", "C", "C", "H", "H", "H", "H", "H", "H", "H", "H", "H", "H", "H", "H", "H", "H", "H", "H", "H", "H", "C", "O", "C", "O", "O", "C", "H", "H", "H", "H", "H", "H"], "positions_angstrom": [[-3.0244, 9.8335, 15.0508], [-0.9510, 12.6874, 12.5425], [-1.7798, 7.8788, 10.0280], [-1.4903, 7.4564, 8.6646], [-0.4627, 8.4746, 7.6805], [0.2744, 8.0685, 6.5172], [-0.8528, 9.9073, 7.6715], [-2.9178, 7.2340, 7.6938], [-4.0497, 8.1666, 7.8713], [-2.9864, 6.3670, 6.4880], [-0.8663, 5.9260, 8.6347], [0.5698, 5.6426, 8.7433], [-1.7447, 4.7856, 9.1166], [1.1970, 8.6484, 6.5449], [-0.2111, 8.2409, 5.5567], [0.6032, 7.0305, 6.5669], [-1.8629, 10.0887, 8.0388], [-0.9157, 10.2894, 6.6526], [-0.3052, 10.5771, 8.3346], [-4.2756, 8.6536, 6.9227], [-4.9156, 7.6449, 8.2789], [-3.7414, 8.9187, 8.5975], [-2.3063, 5.5235, 6.6065], [-4.0041, 5.9769, 6.4771], [-2.7936, 6.9836, 5.6100], [0.7630, 5.2081, 9.7241], [0.8671, 4.9026, 8.0002], [1.1497, 6.5636, 8.6840], [-1.3381, 3.8540, 8.7232], [-2.7724, 4.8629, 8.7616], [-1.6268, 4.6920, 10.1962], [-0.0492, 13.5129, 18.0453], [0.4252, 14.8020, 18.5136], [1.1041, 15.7016, 17.2147], [0.1382, 16.5609, 16.4006], [2.1229, 15.0681, 16.4409], [1.7743, 14.6952, 19.5919], [2.7781, 15.7786, 19.7630], [1.6631, 13.7709, 20.7239], [-0.5109, 15.9570, 19.5154], [-1.2995, 15.4251, 20.5849], [-0.1062, 17.4040, 19.6770], [0.7648, 17.2380, 15.8201], [-0.5359, 17.2162, 16.9522], [-0.3591, 15.9092, 15.6821], [2.9468, 14.6047, 16.9836], [2.6248, 15.7923, 15.7992], [1.7053, 14.3634, 15.7218], [3.6853, 15.3078, 20.1417], [3.0134, 16.1712, 18.7737], [2.3116, 16.4331, 20.4993], [0.7274, 13.2119, 20.7153], [2.3299, 12.9128, 20.8094], [1.8075, 14.3869, 21.6114], [-0.6040, 15.4269, 21.4241], [-2.1174, 16.1247, 20.7572], [-1.5600, 14.3840, 20.3939], [-0.0526, 17.7970, 20.6923], [-0.7492, 18.0006, 19.0298], [0.8931, 17.5291, 19.2602], [1.8806, 7.5059, 15.9502], [3.3822, 7.2036, 15.9428], [4.2512, 7.9824, 14.6618], [5.3363, 7.3230, 13.8833], [3.7375, 9.2130, 14.0455], [3.7790, 5.6009, 15.8536], [2.6098, 4.7133, 15.5470], [5.0370, 4.9556, 15.9834], [4.2627, 7.7667, 17.3356], [3.6708, 7.4150, 18.6270], [5.7124, 8.0631, 17.3959], [6.0907, 7.1154, 14.6421], [5.7886, 7.9545, 13.1186], [4.9685, 6.3444, 13.5750], [4.5236, 9.8685, 13.6707], [3.0376, 9.6592, 14.7519], [3.0777, 8.9202, 13.2287], [2.0403, 4.6997, 16.4763], [1.9512, 5.1176, 14.7783], [2.7262, 3.6468, 15.3546], [4.8352, 4.1000, 16.6279], [5.2655, 4.3949, 15.0770], [5.7884, 5.6053, 16.4321], [3.8618, 6.3566, 18.8040], [4.2450, 7.9412, 19.3895], [2.6047, 7.6317, 18.6944], [5.9561, 8.7612, 18.1968], [6.0243, 8.4608, 16.4301], [6.1971, 7.0929, 17.5054], [-0.5696, 21.4597, 9.2192], [-0.1399, 20.2232, 9.7546], [0.9203, 19.5725, 9.0821], [1.5820, 20.1075, 8.1700], [1.0675, 18.3612, 9.7211], [0.8728, 17.0897, 9.0098], [0.2954, 22.0764, 8.9753], [-1.2235, 21.9921, 9.9099], [-1.0451, 21.2717, 8.2565], [-0.0007, 17.2410, 8.3755], [0.6661, 16.4335, 9.8552], [1.7686, 16.6930, 8.5320]], "atomic_forces_ev_per_a": [[0.3, 0.2, -0.3], [-0.2, -0.3, 0.3], [-0.4, 1.5, 0.3], [-0.2, -1.7, -2.1], [-1.8, 0.2, 1.5], [1.0, -0.5, 0.2], [-0.8, -0.1, 0.1], [0.5, 0.3, 0.6], [1.2, -0.3, 0.2], [-0.1, 0.6, 1.5], [-0.3, -0.6, -0.7], [-0.6, 0.0, 0.5], [1.3, 0.7, -0.4], [0.1, 0.2, -0.3], [-0.3, 0.1, 0.0], [-0.4, 0.0, 0.0], [-0.3, -0.6, 0.2], [0.6, -0.1, 0.0], [0.8, -0.3, -0.2], [-0.2, 0.0, 0.0], [-0.2, -0.1, -0.2], [-0.2, 0.0, 0.0], [0.1, 0.3, -0.3], [-0.1, 0.0, -0.3], [0.0, -0.3, -0.3], [0.1, 0.0, 0.1], [0.1, 0.2, -0.2], [0.0, -0.2, -0.2], [0.1, 0.1, -0.3], [0.1, 0.3, 0.4], [-0.5, 0.2, 0.1], [-1.3, -0.8, 1.0], [2.7, 3.5, -0.4], [-2.5, 1.5, 2.4], [1.6, -0.8, -0.2], [0.6, -0.2, -1.5], [0.0, -1.1, -0.6], [-0.8, -1.7, -0.4], [-0.5, 0.3, 0.0], [1.2, -0.1, -2.1], [0.8, -0.1, 0.1], [0.5, -1.2, -1.3], [0.1, 0.0, 0.0], [0.0, -0.6, 0.3], [-0.4, 0.2, 0.1], [-0.4, -0.2, 0.5], [-0.1, 0.4, 0.1], [0.0, -0.5, 0.1], [0.0, 0.2, 0.3], [-0.3, 0.6, 0.4], [0.7, 0.7, -0.1], [-0.5, 0.6, 0.0], [1.0, 0.3, -0.6], [-0.3, -0.3, 0.4], [-0.4, -0.1, 0.8], [-0.3, -0.5, 0.2], [-0.5, 0.2, -0.1], [-0.5, -0.5, 0.2], [-0.2, 0.2, 0.3], [0.0, 0.0, -0.1], [3.3, -0.7, 0.2], [0.4, 2.0, 0.1], [-0.1, 0.3, -0.2], [-0.6, -0.5, 2.1], [-1.2, -1.1, 0.5], [-2.4, -0.1, -1.4], [-0.8, 0.5, 1.1], [-0.3, -1.3, 0.7], [-1.3, 0.5, -1.0], [0.8, -0.2, -0.2], [-1.1, -0.9, -1.1], [0.6, -0.2, -0.4], [-0.5, -0.1, 0.0], [0.2, 0.1, -0.7], [0.0, 0.0, 0.3], [0.4, 0.5, 0.0], [0.1, 0.2, -0.5], [-0.5, 0.0, -0.1], [0.3, 0.1, 0.0], [1.2, 0.2, -0.3], [0.4, 0.0, 0.8], [0.8, 0.7, -0.5], [0.1, -0.4, -0.5], [-0.3, -0.3, 0.3], [-0.4, 0.2, 0.1], [0.1, 0.0, -0.1], [-0.1, -0.2, 0.0], [0.0, 0.2, 0.2], [0.7, 0.3, 0.6], [0.7, 0.5, -1.1], [1.6, -1.7, -0.5], [0.0, 1.9, -0.8], [-2.2, -2.4, 3.0], [0.3, 1.1, -1.1], [-0.1, 1.0, 1.1], [0.0, 0.2, 0.2], [0.1, -0.5, 0.1], [-0.4, 0.1, 0.1], [0.3, -0.5, -0.2], [-0.3, -0.2, -0.3], [-0.1, 0.6, -0.4]], "orbital_gap_ev": 1.275, "multiplicity": 1, "energy_ha": -3145.9203, "total_charge": 2, "lumo_energy_ev": -10.33}